136
Properties=species:S:1:pos:R:3:forces:R:3 method="wB97M-V/def2-TZVPD" smiles=COC[C@H](C)N.COC[C@H](C)N.COC[C@H](C)N.COC[C@H](C)N.COC[C@H](C)N.COC[C@H](C)N.COC[C@H](C)N.COC[C@H](C)N orbital_gap_ev=9.45 multiplicity=1 charge=0 e_tot_ha=-2311.72064 relative_energy_kcal_mol=84.0
C -1.437 -6.792 0.748 0.2 0.0 -0.5
O -0.641 -6.829 -0.436 0.6 0.4 0.5
C 0.452 -5.894 -0.439 -1.0 0.2 1.4
C 0.142 -4.474 -1.007 0.6 0.0 1.4
C 0.074 -4.552 -2.487 0.8 -0.7 -2.7
N 1.281 -3.647 -0.500 -1.4 0.8 0.8
H -0.904 -7.116 1.681 -0.3 -0.1 -0.9
H -2.315 -7.415 0.489 0.4 0.3 0.6
H -1.732 -5.761 0.924 -0.4 0.2 0.2
H 0.915 -5.745 0.561 -0.7 -0.1 -0.1
H 1.234 -6.407 -0.960 0.5 0.1 -1.0
H -0.760 -3.972 -0.590 0.2 -0.9 -0.1
H -0.627 -5.328 -2.860 0.0 0.5 0.5
H 1.055 -4.958 -2.918 -0.9 0.7 0.7
H -0.142 -3.613 -3.040 0.0 -0.5 0.7
H 0.937 -2.722 -0.156 0.0 -1.1 0.1
H 1.800 -3.365 -1.278 1.4 0.3 -1.6
C -0.241 -0.815 -2.998 -0.7 0.3 1.4
O -1.213 -1.619 -2.343 0.1 0.1 0.4
C -2.393 -0.878 -2.039 0.4 -0.3 0.4
C -3.357 -1.672 -1.129 0.7 -1.5 -3.7
C -3.883 -2.919 -1.938 -0.6 1.0 1.0
N -4.521 -0.852 -0.949 -0.2 -0.1 1.7
H 0.108 0.004 -2.354 0.1 -0.1 0.3
H -0.681 -0.306 -3.825 -0.2 0.1 -1.2
H 0.589 -1.438 -3.241 0.5 -0.4 -0.4
H -2.095 0.032 -1.513 0.0 0.4 0.1
H -2.849 -0.592 -2.976 -0.5 0.1 -0.3
H -2.718 -2.097 -0.352 -0.5 0.5 1.0
H -4.749 -3.304 -1.403 0.1 -0.4 0.5
H -3.182 -3.708 -2.092 0.6 -0.4 -0.1
H -4.359 -2.605 -2.854 0.3 0.3 -0.6
H -4.247 0.049 -0.551 -0.3 -0.1 0.1
H -5.098 -1.357 -0.252 0.2 0.7 -0.5
C 3.234 7.918 -3.170 1.4 -0.4 1.4
O 2.458 6.803 -3.013 -1.4 -0.7 0.4
C 1.733 6.401 -4.140 -1.0 -0.4 0.4
C 1.054 5.058 -3.755 -0.6 0.4 -1.8
C 0.037 4.709 -4.912 -1.3 -2.3 1.9
N 0.318 5.034 -2.507 -0.4 -0.4 -0.1
H 3.836 7.767 -4.023 0.9 0.4 -1.4
H 3.946 7.890 -2.317 -0.5 0.5 -0.3
H 2.691 8.837 -3.201 -0.4 0.8 0.0
H 0.914 7.059 -4.511 0.2 0.4 1.0
H 2.365 6.407 -5.022 0.6 -0.8 -0.2
H 1.796 4.265 -3.692 0.2 0.1 0.0
H 0.262 3.818 -5.538 0.3 0.3 0.7
H -0.210 5.437 -5.653 -0.1 1.1 0.0
H -0.900 4.394 -4.287 1.3 0.7 -1.6
H -0.425 5.692 -2.342 0.0 0.3 -0.5
H 0.820 4.932 -1.657 0.8 0.1 0.3
C 2.907 3.500 0.633 -0.5 -0.3 0.2
O 4.319 3.439 0.643 -1.2 -1.3 0.3
C 4.928 4.174 -0.369 1.7 -0.7 1.1
C 4.526 3.940 -1.806 1.4 0.6 -0.5
C 4.989 2.581 -2.350 -1.4 0.4 -1.5
N 5.222 5.040 -2.547 0.1 -0.4 -0.8
H 2.587 4.532 0.714 -0.1 0.6 0.1
H 2.541 2.978 1.562 0.3 0.3 -1.3
H 2.417 3.138 -0.326 0.6 -0.2 1.2
H 4.795 5.217 -0.116 0.0 0.7 -0.1
H 6.030 3.880 -0.192 -1.4 0.8 -0.8
H 3.444 4.066 -2.001 0.5 0.0 0.3
H 4.615 2.533 -3.399 0.1 -0.1 0.6
H 4.569 1.711 -1.844 0.1 0.2 0.3
H 6.052 2.486 -2.474 0.6 0.1 0.5
H 6.239 4.955 -2.660 -0.6 -0.6 0.3
H 5.093 5.950 -2.133 -0.4 0.0 0.2
C -0.352 -3.589 3.464 -0.3 0.2 -1.9
O -1.748 -3.856 3.644 -0.5 0.6 -0.8
C -2.662 -3.073 2.791 0.9 0.0 1.5
C -4.110 -3.556 3.074 0.0 1.5 -0.8
C -4.317 -5.012 2.671 -0.2 -0.3 0.2
N -4.934 -2.601 2.244 0.0 -0.3 0.0
H -0.083 -3.712 2.361 -0.3 0.4 1.1
H 0.251 -4.354 3.968 -0.4 0.4 0.3
H -0.092 -2.549 3.763 0.0 -0.7 0.0
H -2.502 -1.942 3.029 -0.5 -1.7 -0.4
H -2.493 -3.243 1.712 0.3 0.0 0.3
H -4.417 -3.353 4.089 0.5 -0.4 0.7
H -5.210 -5.479 3.145 0.5 0.5 -0.4
H -3.456 -5.651 2.935 -0.3 0.5 0.0
H -4.425 -5.052 1.585 -0.1 -0.1 0.0
H -4.861 -1.670 2.662 -0.1 -0.4 -0.1
H -5.926 -2.843 2.250 0.3 -0.1 0.1
C -4.380 1.545 1.919 0.1 -0.6 -0.5
O -4.029 1.782 0.587 -0.3 -0.1 -0.5
C -3.448 3.039 0.478 -0.1 1.1 -0.4
C -4.109 3.765 -0.694 0.5 0.5 -0.2
C -3.586 3.322 -2.072 0.0 -0.7 0.6
N -3.966 5.182 -0.554 1.4 2.6 -1.6
H -4.965 0.640 1.849 -0.4 -0.2 0.7
H -4.925 2.408 2.303 -0.3 -0.3 0.3
H -3.452 1.392 2.450 0.1 -0.1 0.8
H -3.670 3.630 1.403 0.6 -0.3 -0.6
H -2.379 2.903 0.314 0.3 0.5 0.2
H -5.152 3.593 -0.612 -1.2 -1.1 -0.1
H -2.642 3.859 -2.323 -0.7 -0.3 0.1
H -4.395 3.465 -2.808 0.7 0.0 0.0
H -3.349 2.230 -2.009 -0.3 0.8 -0.3
H -4.323 5.694 0.234 -0.3 -0.5 0.2
H -4.049 5.775 -1.418 0.0 -1.2 1.3
C 3.338 -0.952 4.361 -0.6 1.7 1.0
O 2.815 -2.065 3.744 1.4 -1.1 -0.9
C 3.778 -2.448 2.744 -2.4 -0.6 -2.0
C 3.317 -3.764 2.114 0.6 -0.6 -0.7
C 3.322 -4.925 3.097 1.5 -1.1 -0.9
N 4.041 -4.029 0.830 -0.7 0.3 0.5
H 3.155 -0.049 3.752 0.2 0.0 0.0
H 4.427 -0.990 4.552 -0.5 -0.2 0.2
H 2.751 -0.811 5.279 0.5 0.1 0.0
H 3.715 -1.731 1.883 0.6 -0.1 0.9
H 4.756 -2.581 3.147 0.9 0.3 0.4
H 2.309 -3.668 1.773 -0.9 0.6 0.0
H 2.708 -5.755 2.699 0.5 0.2 0.0
H 2.843 -4.648 4.012 0.1 0.3 0.8
H 4.409 -5.308 3.241 -1.8 0.6 0.1
H 4.804 -4.675 0.953 0.1 -0.2 0.0
H 3.356 -4.398 0.154 0.6 0.2 0.5
C -0.606 0.823 3.989 1.5 0.7 1.2
O -1.014 1.198 2.721 -1.4 -0.6 -0.2
C -0.062 1.270 1.718 1.8 0.5 0.0
C 0.600 -0.078 1.320 1.0 0.6 -0.1
C 1.777 0.099 0.338 -0.2 2.9 0.1
N -0.353 -1.017 0.787 -0.5 -0.7 1.0
H 0.142 1.543 4.421 -0.3 -0.3 -0.5
H -0.111 -0.164 4.078 -0.6 0.2 -0.2
H -1.468 0.937 4.633 -0.2 -0.5 0.1
H -0.584 1.677 0.855 0.0 0.1 -0.2
H 0.702 2.022 2.076 -0.3 -0.7 -0.6
H 1.088 -0.493 2.222 -0.5 -0.2 -0.1
H 2.087 -0.822 -0.063 0.1 -1.4 -0.7
H 2.713 0.476 0.842 -1.1 0.1 -0.4
H 1.484 0.834 -0.511 0.6 -1.2 1.2
H -1.105 -1.122 1.494 0.3 0.0 -1.4
H -0.619 -0.953 -0.205 -0.1 0.3 0.9